Density functional theory data (the ωB97M-V functional and the def2-TZVPD basis) for C38H27BrN2O3PPbS as an isolated structure.

Properties
LUMO energy ... -3.7 eV
ΔE to the lowest compared entry with this formula, charge and spin ... 122.3 kJ/mol
Calculated total energy ... -144374.6330 eV
Net charge ... +1

Atoms and positions in Å:
Pb 0.28536 -0.56444 -0.37363
O 3.18704 0.37802 0.21348
C 2.17290 0.32698 0.80348
C 1.88608 0.70036 2.18834
C 2.97618 0.77630 3.05018
C 2.83101 1.06002 4.40848
C 1.57958 1.32354 4.90966
C 0.49080 1.33154 4.02592
C 0.61267 1.05773 2.66746
P -0.83364 1.13125 1.51656
C -0.93746 2.80411 0.91515
C -2.19354 3.39567 0.66930
C -2.25114 4.68710 0.17425
C -1.08402 5.36400 -0.17521
C 0.15364 4.74727 0.00925
C 0.22424 3.50852 0.57496
C -2.33997 0.79027 2.39421
C -2.80796 1.78311 3.24420
C -4.01396 1.58033 3.86096
C -4.76829 0.38118 3.68718
C -4.27310 -0.59969 2.85659
C -3.07028 -0.38558 2.19390
H 3.94218 0.50246 2.60986
H 3.68272 1.03559 5.06111
H 1.45932 1.58851 5.94023
H -0.47699 1.52886 4.38920
H -3.05649 2.84336 0.91855
H -3.18921 5.20377 0.10407
H -1.14930 6.36969 -0.58333
H 1.08800 5.26892 -0.24597
H 1.20628 3.12650 0.85733
H -2.26682 2.67686 3.39724
H -4.42989 2.34082 4.50183
H -5.74287 0.24637 4.16815
H -4.74108 -1.55665 2.79277
H -2.62033 -1.11138 1.54666
O -1.73388 -3.16024 2.33675
C -1.19903 -3.02412 1.24552
O -0.26365 -2.10122 1.11125
C -1.50649 -3.93724 0.05755
C -1.91849 -5.22211 0.33831
C -2.38062 -6.07875 -0.70314
C -2.30384 -5.64064 -2.01051
C -1.87472 -4.34916 -2.28691
C -1.50081 -3.49399 -1.27942
S -1.22897 -1.80616 -1.87375
H -1.84554 -5.58793 1.33503
H -2.77946 -7.02376 -0.37372
H -2.62240 -6.23916 -2.84356
H -1.82463 -4.02536 -3.33891
Br 7.29923 -3.85524 -2.15540
C 5.67894 -2.90730 -2.42845
C 4.47046 -3.58126 -2.32301
C 3.26341 -2.88335 -2.36094
C 3.26792 -1.50820 -2.51445
C 4.48934 -0.83456 -2.65426
C 5.69474 -1.52852 -2.61602
N 2.07347 -0.77104 -2.39384
C 1.85588 0.14683 -3.23292
C 0.72781 1.05482 -3.26696
C 0.56350 1.87685 -4.34641
C -0.50371 2.78747 -4.32313
C -1.34342 2.81068 -3.23463
C -1.11272 1.95390 -2.17122
N -0.09688 1.12514 -2.19624
H 4.49054 -4.63128 -2.15538
H 2.29503 -3.38318 -2.20557
H 4.47789 0.23223 -2.73368
H 6.68046 -1.05721 -2.74351
H 2.54421 0.28538 -4.07110
H 1.23639 1.81829 -5.19815
H -0.66934 3.43498 -5.15462
H -2.21218 3.46804 -3.24414
H -1.72007 1.99516 -1.26284